{"formula": "C39H32I2InN12O3S", "method": "ωB97M-V/def2-TZVPD", "symbols": ["In", "I", "C", "C", "C", "I", "C", "O", "C", "C", "N", "C", "C", "C", "C", "C", "C", "N", "C", "H", "H", "H", "H", "H", "H", "H", "H", "H", "H", "H", "O", "N", "C", "C", "C", "C", "C", "S", "H", "H", "H", "H", "C", "N", "C", "N", "C", "N", "C", "C", "C", "C", "C", "C", "C", "N", "N", "C", "O", "C", "C", "C", "C", "C", "C", "N", "C", "N", "C", "N", "C", "H", "H", "H", "H", "H", "H", "H", "H", "H", "H", "H", "H", "H", "H", "H", "H", "N", "C", "H"], "positions_angstrom": [[-0.02, -0.40, 1.30], [-2.16, 6.42, 4.17], [-2.00, 4.61, 3.15], [-2.99, 3.65, 3.27], [-2.86, 2.45, 2.60], [-4.34, 0.99, 2.76], [-1.75, 2.15, 1.79], [-1.66, 1.01, 1.15], [-0.74, 3.15, 1.70], [0.50, 2.86, 0.90], [1.35, 1.85, 1.56], [1.74, 2.17, 2.91], [0.77, 1.65, 3.95], [0.69, 2.27, 5.19], [-0.26, 1.83, 6.10], [-1.11, 0.79, 5.73], [-0.94, 0.22, 4.49], [-0.01, 0.62, 3.62], [-0.88, 4.35, 2.36], [-3.86, 3.84, 3.89], [0.25, 2.46, -0.08], [1.06, 3.80, 0.77], [2.16, 1.66, 0.97], [2.74, 1.76, 3.11], [1.82, 3.26, 3.05], [1.34, 3.10, 5.42], [-0.36, 2.31, 7.06], [-1.89, 0.45, 6.39], [-1.57, -0.58, 4.14], [-0.10, 5.10, 2.27], [-1.00, -2.13, 2.36], [-0.17, -2.91, 3.04], [-0.57, -3.29, 4.28], [0.19, -4.10, 5.07], [1.43, -4.52, 4.58], [1.83, -4.14, 3.33], [1.02, -3.32, 2.51], [1.45, -2.90, 0.91], [-1.54, -2.92, 4.55], [-0.17, -4.38, 6.05], [2.07, -5.16, 5.19], [2.77, -4.46, 2.92], [4.78, -1.96, -2.11], [4.54, -0.65, -1.52], [3.44, -0.18, -0.92], [3.64, 1.04, -0.47], [4.93, 1.28, -0.84], [5.51, 0.29, -1.48], [3.54, -2.49, -2.77], [3.00, -3.72, -2.40], [1.80, -4.15, -2.95], [1.11, -3.35, -3.84], [1.66, -2.13, -4.23], [2.88, -1.71, -3.71], [0.89, -1.18, -5.03], [1.26, -0.31, -5.91], [0.13, 0.47, -6.19], [-0.82, 0.01, -5.45], [-0.42, -1.05, -4.71], [-2.13, 0.57, -5.13], [-2.60, 1.75, -5.70], [-3.73, 2.35, -5.17], [-4.35, 1.83, -4.04], [-3.89, 0.64, -3.47], [-4.48, 0.10, -2.18], [-3.48, -0.61, -1.40], [-2.20, -0.28, -1.18], [-1.57, -1.27, -0.58], [-2.56, -2.20, -0.40], [-3.72, -1.85, -0.90], [-2.82, 0.00, -4.06], [5.13, -2.64, -1.33], [5.59, -1.83, -2.82], [2.53, -0.76, -0.81], [5.45, 2.21, -0.64], [3.49, -4.31, -1.64], [1.37, -5.09, -2.63], [0.15, -3.66, -4.23], [3.27, -0.75, -4.00], [-2.06, 2.20, -6.52], [-4.10, 3.27, -5.60], [-5.18, 2.36, -3.59], [-5.27, -0.62, -2.37], [-4.89, 0.91, -1.58], [-1.76, 0.64, -1.51], [-2.40, -3.14, 0.08], [-2.44, -0.92, -3.64], [1.57, 1.78, -3.00], [0.50, 1.62, -2.59], [2.49, 1.94, -3.35]], "max_force_ev_per_a": 0.5, "multiplicity": 2, "gap_ev": [5.9, 7.5], "s_squared": 0.754, "e_lumo_ev": [0.23, 0.01], "molar_mass_g_mol": 1117.46, "homo_energy_ha": [-0.208, -0.277], "relative_energy_ev": 0.760}